Version w
Formula: H3NOSSi
Source: OMol25
Level of theory: ωB97M-V/def2-TZVPD

LUMO energy (alpha / beta): -1.562 / -2.663 eV

Last column: Löwdin charge in e.
Atoms and positions in Å:
N: 0.72 1.56 0.10  -0.223
O: 0.91 -1.41 -1.00  -0.622
Si: -0.39 0.68 0.85  0.302
S: -0.58 -0.94 -1.16  0.597
H: -1.77 1.35 0.75  -0.062
H: -0.46 -0.53 1.79  -0.068
H: 1.56 -0.71 -1.33  0.076

---

Version x
Formula: H3NOSSi
Source: OMol25
Level of theory: ωB97M-V/def2-TZVPD

LUMO energy: -0.555 eV

Last column: Löwdin charge in e.
Atoms and positions in Å:
N: 1.85 -0.73 -1.02  -0.412
O: 0.58 0.51 0.78  -0.750
Si: -0.86 0.06 0.12  0.493
S: 2.04 0.07 0.16  0.829
H: -1.07 -1.33 0.67  -0.046
H: -0.82 0.03 -1.29  -0.101
H: -1.72 1.40 0.59  -0.013

---

Relative to the most stable one, in eV, the structures come out at version w 3.749; version x 0.000.